Record 1
Density functional theory data (ωB97M-V/def2-TZVPD) for a 2-piece molecular cluster, C4H14N2S overall.

```
21
Properties=species:S:1:pos:R:3:forces:R:3
C -1.528 -0.788 0.752 0.4 -0.3 -0.2
N -1.180 0.624 0.797 0.0 0.2 0.6
C -2.141 1.498 0.094 0.1 0.4 -0.6
N -1.954 1.618 -1.328 0.4 -0.6 -0.3
H -0.758 -1.378 1.249 0.0 0.0 0.1
H -2.481 -0.996 1.249 0.0 0.1 -0.1
H -1.585 -1.131 -0.282 -0.1 0.0 0.0
H -1.134 0.904 1.773 0.1 0.1 0.0
H -2.073 2.505 0.499 0.1 0.0 0.3
H -3.155 1.132 0.269 -0.1 0.0 0.1
H -1.033 1.951 -1.590 -0.1 0.3 0.2
H -2.050 0.738 -1.823 -0.4 0.0 0.1
C 3.072 -1.582 -0.123 -0.1 0.5 0.2
C 1.964 -0.582 -0.487 0.6 -0.7 0.1
S 2.165 0.909 0.492 -0.8 -0.2 0.0
H 3.067 -1.708 0.961 0.1 -0.2 0.0
H 4.057 -1.214 -0.408 0.0 -0.1 -0.1
H 2.877 -2.552 -0.571 0.0 0.0 -0.2
H 1.971 -0.267 -1.536 0.0 0.0 0.0
H 1.001 -1.052 -0.275 -0.2 0.4 0.0
H 0.899 1.371 0.287 0.0 0.1 -0.1
```
Positions in Å, forces in eV/Å.

Values from the calculation:
Charge ... +1
Energy above the lowest of the compared OMol25 structures with the same formula, charge and spin ... 21.3 kcal/mol
Multiplicity ... 2
LUMO energy (alpha / beta) ... -3.083 / -8.523 eV

Record 2
Density functional theory data (ωB97M-V/def2-TZVPD) for C16H19IReSe as an isolated structure.

```
38
Properties=species:S:1:pos:R:3:forces:R:3
Re 1.973 -0.112 -0.660 -2.0 -4.3 -2.2
C 2.551 0.116 3.507 -0.9 -1.3 0.7
C 3.407 0.170 2.326 -3.9 -0.3 -0.9
C 2.681 0.480 1.114 3.1 2.1 1.0
C 3.620 0.811 -0.039 0.7 0.5 1.0
C 5.015 0.402 0.036 0.0 0.5 0.0
C 5.538 0.002 1.253 1.1 -0.7 0.0
C 4.726 -0.105 2.378 2.7 -0.1 0.9
H 2.670 0.999 4.121 -0.1 0.3 0.3
H 2.893 -0.757 4.089 -0.3 0.4 0.2
H 1.472 -0.044 3.236 1.0 0.4 0.4
H 1.838 1.177 1.229 0.1 0.2 0.6
H 3.384 1.785 -0.451 0.3 0.6 -0.8
H 5.742 0.510 -0.780 -0.8 0.2 0.0
H 6.637 -0.215 1.305 -1.2 0.2 0.1
H 5.164 -0.297 3.385 -0.3 0.0 -1.0
C -5.768 -0.608 -0.681 -1.0 -1.3 -0.1
C -4.330 -0.319 -1.006 0.6 -0.7 -1.3
C -3.407 -0.137 -0.017 2.0 0.1 1.3
C -1.986 0.023 -0.193 -1.7 0.6 1.1
C -1.201 0.448 1.043 0.2 -1.2 0.6
C -1.493 -0.027 -1.480 -1.1 0.7 0.5
Se 0.234 0.967 -1.723 -0.6 -0.5 -0.8
C -2.406 -0.206 -2.567 0.5 0.1 -0.4
C -1.851 -0.270 -3.978 -0.2 -0.3 -0.1
C -3.790 -0.319 -2.325 0.4 0.1 0.1
H -5.882 -1.303 0.199 0.5 0.7 -0.8
H -6.324 -1.156 -1.513 0.8 1.1 0.9
H -6.290 0.305 -0.392 -0.1 0.0 -0.3
H -3.721 -0.075 1.022 -0.2 -0.1 -0.1
H -1.870 0.631 1.919 0.5 -0.1 -0.8
H -0.658 1.375 0.834 0.0 -0.1 0.2
H -0.478 -0.378 1.387 -0.8 1.1 -0.6
H -1.169 0.606 -4.166 -0.5 -1.0 -0.1
H -2.713 -0.199 -4.659 0.5 0.1 0.0
H -1.362 -1.279 -4.174 -0.3 1.4 0.2
H -4.473 -0.353 -3.195 0.6 -0.2 0.6
I 1.627 -2.647 -0.386 0.2 1.1 -0.4
```
Positions in Å, forces in eV/Å.

Values from the calculation:
Charge ... +2
Energy above the lowest of the compared OMol25 structures with the same formula, charge and spin ... 7.0 kcal/mol
Multiplicity ... 4
LUMO energy (alpha / beta) ... -9.387 / -10.220 eV

Record 3
Density functional theory data (ωB97M-V/def2-TZVPD) for C17H25B2F8N8O4V as an isolated structure.

```
65
Properties=species:S:1:pos:R:3:forces:R:3
O 1.691 -0.132 3.807 0.0 0.3 -3.0
V 1.622 0.016 2.232 2.6 -2.2 4.8
B 0.254 -0.262 -0.107 -1.1 -1.3 -2.8
F -0.074 0.383 0.990 -2.0 2.1 3.5
F 0.212 0.569 -1.182 0.0 0.6 -1.3
F 1.515 -0.670 0.174 3.7 -0.9 -0.4
F -0.501 -1.400 -0.306 -0.8 -0.6 -0.4
B 1.526 2.653 2.402 0.6 2.9 2.1
F 0.963 3.826 1.927 0.7 -0.5 -0.1
F 0.562 1.800 2.838 -2.3 -0.9 0.1
F 2.228 1.935 1.406 0.5 -1.0 -0.8
F 2.348 2.805 3.546 0.2 0.5 -1.1
O 5.845 -0.731 1.559 0.3 1.6 -0.3
C 4.730 -1.175 2.117 0.4 -7.5 3.3
O 3.700 -0.519 2.061 -4.0 4.0 -1.5
O 4.775 -2.283 2.713 0.4 1.0 -1.1
H 5.534 0.174 1.625 1.1 1.4 -1.0
C 3.468 1.176 -1.621 0.0 -0.4 0.0
C 3.537 1.380 -3.086 0.1 0.0 1.8
N 3.561 1.531 -4.217 0.0 0.0 -0.8
H 2.973 1.981 -1.077 -0.1 0.1 -0.4
H 4.432 1.030 -1.133 0.2 0.1 -0.5
H 2.923 0.253 -1.426 -0.1 0.1 0.0
C -2.570 -2.869 1.652 -0.4 0.2 0.0
C -3.611 -3.044 0.606 -0.5 -0.1 -1.1
N -4.384 -3.123 -0.264 1.3 0.1 1.8
H -2.558 -3.673 2.388 -0.2 -0.1 -0.2
H -2.774 -1.950 2.202 0.0 0.1 -0.1
H -1.565 -2.757 1.243 -0.2 0.0 -0.3
C -3.688 0.025 -0.866 0.5 0.9 1.6
C -3.526 0.812 0.399 -0.4 -0.9 -2.7
N -3.332 1.398 1.349 0.1 0.9 1.8
H -2.817 -0.626 -0.797 -0.5 -0.7 -0.4
H -3.556 0.647 -1.752 -0.3 0.1 0.2
H -4.675 -0.430 -0.789 0.4 -0.4 -0.5
C 1.361 -4.006 0.262 0.7 0.9 0.8
C 1.259 -3.027 1.360 -0.4 2.2 2.3
N 1.155 -2.277 2.264 0.3 -2.0 -3.3
H 2.032 -3.658 -0.524 -0.1 0.5 0.1
H 0.377 -4.170 -0.176 0.2 -0.6 0.3
H 1.947 -4.787 0.747 -0.7 -0.8 -0.4
C 1.316 -1.567 -3.596 -0.4 -0.7 0.7
C 0.105 -2.198 -4.114 -3.1 -1.4 -1.6
N -0.870 -2.729 -4.520 3.1 1.7 1.3
H 1.696 -2.313 -2.898 0.6 -0.1 -0.1
H 1.048 -0.749 -2.927 0.0 0.4 -0.5
H 2.043 -1.323 -4.369 -0.2 0.1 0.2
C -1.028 3.352 -0.541 0.3 -0.6 -1.1
C -1.081 4.712 -0.086 0.0 -1.6 -0.2
N -1.158 5.767 0.311 -0.2 2.3 0.7
H -1.985 2.850 -0.399 0.3 -0.1 0.5
H -0.162 2.819 -0.148 -0.4 0.0 0.4
H -0.857 3.345 -1.617 0.0 0.2 -0.2
C -1.568 0.964 -4.240 -0.2 0.2 -0.8
C -1.257 2.150 -5.065 0.4 -0.2 0.5
N -0.985 3.095 -5.660 -0.2 -0.2 0.0
H -0.942 0.867 -3.352 -0.1 0.3 0.0
H -1.433 0.066 -4.843 0.0 0.0 0.0
H -2.626 1.043 -3.992 0.1 -0.2 0.3
C -3.279 0.702 4.801 1.0 -0.7 -0.1
C -2.053 0.140 4.141 0.2 0.8 -0.2
N -1.111 -0.265 3.607 -1.3 0.1 0.5
H -3.814 1.420 4.179 0.1 -0.4 -0.3
H -3.053 1.224 5.730 0.4 -0.2 0.0
H -3.846 -0.195 5.049 -0.5 0.3 0.0
```
Positions in Å, forces in eV/Å.

Values from the calculation:
Charge ... -1
Multiplicity ... 2
LUMO energy (alpha / beta) ... 1.413 / 1.912 eV

Record 4
Density functional theory data (ωB97M-V/def2-TZVPD) for one molecule with the formula C6H9NOS.

```
18
Properties=species:S:1:pos:R:3:forces:R:3
C 3.445 1.520 0.047 -1.7 -1.0 0.0
C 2.354 1.032 -0.096 2.3 0.1 -0.4
C -0.883 -0.954 0.097 1.1 -1.9 0.1
C 0.641 -0.735 0.202 -0.2 -2.3 -1.7
C -1.598 0.077 0.872 -3.2 0.6 -1.7
C 1.000 0.629 -0.198 -0.5 1.6 -1.8
N -1.461 1.607 -1.240 -0.8 1.6 -0.8
O 0.420 1.572 0.660 -2.5 1.2 0.8
S -1.290 1.727 0.290 1.7 0.4 0.6
H 4.248 1.827 0.612 1.6 0.7 0.3
H -1.291 -1.072 -0.939 0.7 0.6 0.8
H -1.088 -1.931 0.573 0.0 0.3 -0.2
H 1.071 -1.087 1.126 -0.2 0.5 0.8
H 1.130 -1.424 -0.503 -0.1 0.1 -0.2
H -2.665 -0.002 0.554 0.3 -0.1 0.6
H -1.591 0.047 1.932 0.6 0.0 0.9
H 0.610 0.899 -1.251 0.6 -0.8 1.1
H -1.660 2.587 -1.615 0.4 -1.7 0.7
```
Positions in Å, forces in eV/Å.

Values from the calculation:
Energy above the lowest of the compared OMol25 structures with the same formula, charge and spin ... 72.8 kcal/mol
LUMO energy ... 0.731 eV

Record 5
Density functional theory data (ωB97M-V/def2-TZVPD) for C40H33Br2I2N5OP2Se2Ta as an isolated structure.

```
88
Properties=species:S:1:pos:R:3:forces:R:3
Ta 0.574 -2.645 -0.373 0.3 0.3 0.1
I 4.634 -4.896 -6.507 0.0 0.0 0.0
C 3.771 -4.061 -4.820 0.0 -0.1 0.0
C 3.558 -2.690 -4.757 0.0 0.2 0.0
C 2.988 -2.113 -3.626 0.0 -0.2 0.0
I 2.702 -0.070 -3.485 0.0 0.0 0.0
C 2.636 -2.944 -2.578 0.1 0.0 0.1
O 2.072 -2.414 -1.419 -0.6 -0.1 -0.1
C 2.841 -4.317 -2.615 0.0 0.1 -0.1
C 2.483 -5.144 -1.420 -0.1 0.0 0.0
N 1.092 -4.846 -0.940 0.0 0.0 0.0
C 0.100 -5.262 -1.968 0.1 0.0 0.0
C -1.244 -4.993 -1.388 -0.1 0.0 0.0
C -2.345 -5.796 -1.607 0.0 0.0 0.0
C -3.547 -5.467 -1.002 0.0 0.0 0.0
C -3.610 -4.335 -0.197 0.0 0.0 0.0
C -2.481 -3.569 -0.039 0.0 0.0 0.0
N -1.296 -3.888 -0.612 -0.1 -0.1 -0.1
C 3.409 -4.875 -3.748 0.0 0.0 0.0
H 3.843 -2.060 -5.589 0.0 0.0 0.0
H 3.169 -4.964 -0.594 0.0 0.0 0.0
H 2.541 -6.205 -1.662 0.0 0.0 0.0
H 0.930 -5.437 -0.122 0.0 0.0 0.0
H 0.238 -6.309 -2.237 0.0 0.0 0.0
H 0.266 -4.668 -2.873 0.0 0.0 0.0
H -2.257 -6.669 -2.238 0.0 0.0 0.0
H -4.423 -6.085 -1.151 0.0 0.0 0.0
H -4.527 -4.044 0.295 0.0 0.0 0.0
H -2.509 -2.659 0.546 0.0 0.0 0.0
H 3.584 -5.942 -3.797 0.0 0.0 0.0
Br -0.421 -3.323 2.405 0.0 -0.1 0.0
C 1.374 -3.447 3.125 0.0 0.0 -0.1
Br 2.550 -3.711 1.615 0.0 0.0 0.1
H 1.427 -4.315 3.772 0.0 0.0 0.0
H 1.625 -2.503 3.594 0.0 0.0 0.0
Se -1.681 0.990 4.077 -0.1 0.0 0.1
P -0.299 2.157 3.025 0.2 0.0 -0.2
C -0.973 3.443 1.958 -0.2 0.0 0.0
C -2.289 3.857 2.143 0.0 0.0 0.0
C -2.777 4.936 1.419 0.1 0.0 0.0
C -1.965 5.584 0.500 0.0 0.0 0.0
C -0.651 5.168 0.310 -0.1 0.0 0.0
C -0.151 4.111 1.052 0.0 0.0 0.0
C 1.027 2.911 3.960 0.0 0.0 0.1
C 0.751 3.314 5.265 0.0 0.0 0.0
C 1.717 3.996 5.987 0.0 0.0 0.0
C 2.951 4.266 5.415 0.0 0.0 0.0
C 3.230 3.854 4.116 0.0 0.0 0.0
C 2.268 3.179 3.385 0.0 0.0 0.0
C 0.539 0.958 1.914 0.0 0.0 0.1
C 0.221 0.380 0.712 -0.2 -0.1 0.0
N 0.888 -0.833 0.662 0.1 0.0 0.1
N 1.646 -0.901 1.780 0.0 0.0 0.1
N 1.445 0.119 2.519 0.0 0.0 -0.1
P -0.764 0.856 -0.680 0.0 0.0 -0.1
Se -1.085 -1.191 -1.597 0.1 0.0 -0.1
C 0.085 1.914 -1.818 0.0 0.0 0.0
C -0.503 2.177 -3.059 0.0 0.0 0.0
C 0.145 3.007 -3.955 0.0 0.0 0.0
C 1.374 3.567 -3.618 0.0 0.0 0.0
C 1.967 3.287 -2.394 0.0 0.0 0.0
C 1.328 2.452 -1.489 0.0 0.0 0.0
C -2.382 1.403 -0.239 0.0 0.0 0.0
C -2.968 2.510 -0.858 0.0 0.0 -0.1
C -4.260 2.866 -0.513 0.0 -0.1 0.0
C -4.951 2.143 0.450 0.0 0.0 0.0
C -4.354 1.063 1.092 0.1 0.0 0.0
C -3.071 0.684 0.743 -0.1 0.0 0.1
H -2.917 3.339 2.858 0.0 0.0 0.0
H -3.792 5.276 1.581 0.0 0.0 0.0
H -2.348 6.430 -0.056 0.0 0.0 0.0
H -0.010 5.694 -0.386 0.0 0.0 0.0
H 0.894 3.841 0.962 0.0 0.0 0.0
H -0.208 3.085 5.713 0.0 0.0 0.0
H 1.508 4.312 7.000 0.0 0.0 0.0
H 3.704 4.794 5.984 0.0 0.0 0.0
H 4.198 4.058 3.679 0.0 0.0 0.0
H 2.496 2.853 2.376 0.0 0.0 0.0
H -1.456 1.736 -3.331 0.0 0.0 0.0
H -0.304 3.217 -4.917 0.0 0.0 0.0
H 1.875 4.221 -4.320 0.0 0.0 0.0
H 2.928 3.717 -2.143 0.0 0.0 0.0
H 1.801 2.213 -0.545 0.0 0.0 0.0
H -2.420 3.098 -1.581 0.0 0.0 0.0
H -4.725 3.721 -0.986 0.0 0.0 0.0
H -5.958 2.436 0.718 0.0 0.0 0.0
H -4.880 0.533 1.873 0.0 0.0 0.0
H -2.589 -0.134 1.268 0.0 0.0 0.0
```
Positions in Å, forces in eV/Å.

Values from the calculation:
Charge ... +3
Energy above the lowest of the compared OMol25 structures with the same formula, charge and spin ... 14.9 kcal/mol
LUMO energy ... -10.444 eV

Record 6
Density functional theory data (ωB97M-V/def2-TZVPD) for C38H41N5OS2SiV as an isolated structure.

```
89
Properties=species:S:1:pos:R:3:forces:R:3
V -3.079 1.893 0.079 -0.6 0.0 -0.9
N -3.788 4.127 0.370 0.3 -0.2 0.0
C -3.545 4.593 1.678 0.0 0.0 0.2
C -4.066 5.737 2.215 0.0 0.1 0.0
C -3.785 6.096 3.551 0.0 0.0 0.0
C -2.985 5.319 4.336 0.0 -0.1 0.0
C -2.449 4.115 3.817 0.0 0.1 0.0
C -1.654 3.224 4.576 0.0 0.0 0.1
C -1.230 2.056 4.021 -0.1 0.0 -0.2
C -1.592 1.765 2.686 0.5 -0.4 0.4
N -2.305 2.572 1.949 -0.2 0.4 -0.2
C -2.742 3.750 2.494 -0.1 0.1 -0.1
H -2.941 4.080 -0.204 0.0 0.2 0.0
H -4.467 4.656 -0.160 -0.1 0.0 0.1
H -4.690 6.384 1.610 0.0 0.0 0.0
H -4.208 7.009 3.946 0.0 0.0 0.0
H -2.762 5.598 5.358 0.0 0.0 0.0
H -1.400 3.478 5.598 0.0 0.0 0.0
H -0.634 1.342 4.571 0.0 0.0 0.0
H -1.267 0.844 2.211 0.0 0.0 0.0
S -0.250 -0.865 0.409 0.1 0.0 0.1
C 1.496 -1.106 0.261 0.0 -0.1 0.0
N 2.479 -1.449 1.207 0.0 0.0 0.0
C 3.760 -0.945 0.692 0.0 0.0 0.0
C 3.962 -1.333 -0.771 0.0 0.0 0.0
N 2.964 -0.702 -1.639 0.0 0.0 0.1
C 3.019 -1.120 -3.039 0.1 0.0 -0.2
C 2.945 -2.614 -3.274 0.0 0.0 0.0
C 1.762 -3.321 -3.069 0.0 0.0 0.0
C 1.719 -4.692 -3.269 0.0 0.0 0.0
C 2.854 -5.376 -3.679 0.0 0.0 0.0
C 4.037 -4.683 -3.887 0.0 0.0 0.0
C 4.077 -3.311 -3.683 0.0 0.0 0.0
C 1.721 -0.789 -1.015 0.0 0.2 0.0
S 0.121 -0.300 -1.585 -0.1 -0.1 0.1
C 2.180 -0.986 2.555 0.0 0.0 0.1
C 3.147 -1.548 3.565 0.0 0.0 0.0
C 3.095 -2.897 3.900 0.0 0.0 0.0
C 3.992 -3.431 4.810 0.0 0.0 0.0
C 4.956 -2.620 5.397 0.0 0.0 0.0
C 5.017 -1.275 5.067 0.0 0.0 0.0
C 4.115 -0.744 4.154 -0.1 0.0 0.0
H 4.571 -1.363 1.287 0.0 0.0 0.0
H 3.794 0.152 0.782 0.0 0.0 0.0
H 3.921 -2.427 -0.857 0.0 0.0 0.0
H 4.954 -1.008 -1.090 0.0 0.0 0.0
H 3.947 -0.735 -3.465 0.0 0.0 0.0
H 2.212 -0.609 -3.570 0.0 0.0 0.0
H 0.869 -2.796 -2.751 0.0 0.0 0.0
H 0.791 -5.228 -3.112 0.0 0.0 0.0
H 2.813 -6.446 -3.843 0.0 0.0 0.0
H 4.927 -5.208 -4.207 0.0 0.0 0.0
H 5.002 -2.768 -3.845 0.0 0.0 0.0
H 1.169 -1.324 2.801 0.0 0.0 0.0
H 2.178 0.116 2.616 0.0 0.0 0.0
H 2.351 -3.531 3.431 0.0 0.0 0.0
H 3.942 -4.482 5.065 0.0 0.0 0.0
H 5.657 -3.039 6.107 0.0 0.0 0.0
H 5.768 -0.640 5.519 0.0 0.0 0.0
H 4.163 0.306 3.890 0.0 0.0 0.0
C -3.100 2.544 -2.036 0.0 0.2 0.2
C -1.874 2.336 -2.830 0.0 -0.1 -0.1
C -1.785 1.319 -3.790 0.0 0.0 0.0
C -0.642 1.120 -4.540 0.0 0.0 0.0
C 0.465 1.945 -4.349 0.0 0.1 0.1
C 0.405 2.968 -3.398 -0.1 -0.1 0.0
C -0.743 3.148 -2.657 0.0 0.0 0.0
C 1.655 1.760 -5.123 0.1 0.0 -0.1
N 2.612 1.610 -5.745 0.0 0.0 0.0
H -3.904 1.905 -2.422 0.0 0.0 0.1
H -3.447 3.575 -2.195 0.0 0.0 0.1
H -2.643 0.678 -3.953 0.0 0.0 0.0
H -0.601 0.326 -5.275 0.0 0.0 0.0
H 1.265 3.606 -3.245 0.0 0.0 0.0
H -0.769 3.935 -1.910 0.0 0.0 0.0
C -3.077 -2.217 -2.009 -0.1 0.0 0.1
Si -3.846 -1.312 -0.557 0.2 0.1 0.1
C -3.814 -2.413 0.966 -0.1 -0.1 -0.1
C -5.627 -0.877 -0.979 0.0 0.0 0.0
O -2.989 0.045 -0.234 -0.1 -0.3 0.2
H -2.148 -2.711 -1.718 0.0 0.0 0.0
H -2.837 -1.525 -2.819 0.0 0.0 0.0
H -3.757 -2.977 -2.404 0.0 0.0 0.0
H -4.171 -3.422 0.741 0.0 0.0 0.0
H -4.439 -2.013 1.768 0.0 0.0 0.0
H -2.792 -2.502 1.342 0.0 0.0 0.0
H -6.245 -1.773 -1.072 0.0 0.0 0.0
H -5.688 -0.330 -1.923 0.0 0.0 0.0
H -6.072 -0.249 -0.202 0.0 0.0 0.0
```
Positions in Å, forces in eV/Å.

Values from the calculation:
Energy above the lowest of the compared OMol25 structures with the same formula, charge and spin ... 80.4 kcal/mol
Multiplicity ... 4
LUMO energy (alpha / beta) ... -0.790 / -0.861 eV